1.
Here is C27H18BrClF5N5O5Re as an isolated structure from the Open Molecules 2025 dataset. Energies are from ωB97M-V with the def2-TZVPD basis set.

Results
Net charge: +2
Spin multiplicity: 4
Highest occupied orbital energy (alpha / beta), eV: -12.29 / -12.28
Energy above the lowest of the compared OMol25 structures with the same formula, charge and spin, eV: 0.4660
Lowest unoccupied orbital energy (alpha / beta), eV: -7.0 / -8.6

Cartesian coordinates (Å):
Re  -2.88  1.99  0.05
C  9.02  -4.66  0.09
O  7.67  -5.12  0.15
C  6.67  -4.26  0.04
C  5.38  -4.81  0.13
C  4.28  -4.01  0.03
C  4.41  -2.62  -0.16
C  5.70  -2.08  -0.26
C  6.82  -2.88  -0.16
C  3.22  -1.81  -0.26
N  1.99  -2.29  -0.36
C  1.17  -1.23  -0.41
C  1.90  -0.03  -0.34
N  3.20  -0.43  -0.24
C  1.28  1.24  -0.33
C  1.92  2.50  -0.25
C  1.16  3.64  -0.21
C  -0.23  3.55  -0.22
N  -0.86  2.38  -0.31
C  -0.13  1.24  -0.38
C  -0.87  0.03  -0.51
N  -2.24  0.15  -0.60
C  -2.97  -0.95  -0.79
C  -2.40  -2.22  -0.84
C  -1.04  -2.37  -0.68
C  -0.25  -1.22  -0.54
H  9.64  -5.54  0.22
H  9.23  -3.94  0.89
H  9.23  -4.20  -0.88
H  5.29  -5.88  0.29
H  3.28  -4.42  0.09
H  5.84  -1.02  -0.44
H  7.80  -2.45  -0.24
H  4.01  0.15  -0.15
H  3.00  2.57  -0.22
H  1.62  4.62  -0.14
H  -0.84  4.44  -0.13
H  -4.03  -0.82  -0.91
H  -3.04  -3.08  -0.98
H  -0.56  -3.34  -0.69
F  -2.83  1.77  -2.85
C  -3.43  2.57  -1.93
F  -4.76  2.50  -2.18
C  -3.02  4.04  -2.23
F  -3.19  4.74  -1.07
F  -1.73  4.09  -2.56
F  -3.73  4.60  -3.18
O  -0.54  2.90  2.50
Cl  -1.91  2.63  2.64
O  -2.40  2.78  3.94
O  -2.20  1.27  2.11
O  -2.69  3.49  1.70
Br  -6.83  1.57  4.25
C  -6.47  1.30  2.43
C  -7.42  0.76  1.58
C  -7.08  0.58  0.25
C  -5.81  0.92  -0.18
N  -4.89  1.47  0.64
C  -5.23  1.66  1.93
H  -8.40  0.49  1.95
H  -7.78  0.17  -0.46
H  -5.54  0.79  -1.22
H  -4.52  2.11  2.60

2.
Here is C27H18BrI2O5S4Zr as an isolated structure from the Open Molecules 2025 dataset. Energies are from ωB97M-V with the def2-TZVPD basis set.

Results
Net charge: -1
Highest occupied orbital energy, eV: -4.28
Energy above the lowest of the compared OMol25 structures with the same formula, charge and spin, eV: 1.1397
Lowest unoccupied orbital energy, eV: 2.0

Cartesian coordinates (Å):
Zr  1.25  -0.20  -1.22
S  1.76  4.74  -1.94
C  1.22  3.23  -1.53
S  2.27  2.12  -0.64
S  -0.39  2.66  -1.86
I  -1.58  0.66  -9.49
C  -0.88  0.40  -7.53
C  -1.03  -0.85  -6.93
C  -0.57  -1.02  -5.63
C  0.03  0.04  -4.97
C  0.18  1.27  -5.58
C  -0.28  1.46  -6.87
C  0.52  -0.13  -3.58
O  0.02  -1.01  -2.80
O  1.43  0.62  -3.13
H  -1.50  -1.67  -7.46
H  -0.68  -1.97  -5.12
H  0.65  2.08  -5.03
H  -0.19  2.43  -7.35
I  3.46  -1.72  -2.24
Br  4.33  -1.07  2.78
C  3.09  -2.50  2.76
C  3.27  -3.44  3.77
C  2.45  -4.55  3.87
C  1.43  -4.73  2.94
C  1.25  -3.80  1.94
C  2.06  -2.67  1.83
C  1.70  -1.74  0.71
O  0.87  -2.13  -0.16
O  2.18  -0.56  0.61
H  4.08  -3.30  4.48
H  2.60  -5.27  4.66
H  0.78  -5.60  3.00
H  0.47  -3.92  1.20
O  -0.46  0.20  -0.15
S  -0.40  1.57  0.60
C  -0.05  0.95  2.29
C  0.76  1.75  3.07
C  1.12  1.33  4.34
C  0.69  0.10  4.82
C  -0.10  -0.71  4.02
C  -0.47  -0.29  2.75
C  -2.12  1.91  0.97
C  -2.39  3.21  1.36
C  -3.69  3.55  1.72
C  -4.70  2.59  1.66
C  -4.41  1.30  1.23
C  -3.11  0.96  0.88
H  1.13  2.69  2.66
H  1.76  1.96  4.95
H  0.99  -0.23  5.80
H  -0.42  -1.69  4.37
H  -1.07  -0.94  2.11
H  -1.60  3.96  1.37
H  -3.92  4.56  2.03
H  -5.71  2.85  1.93
H  -5.20  0.56  1.16
H  -2.87  -0.04  0.53

3.
Here is C27H18BrI2O5S4Zr as an isolated structure from the Open Molecules 2025 dataset. Energies are from ωB97M-V with the def2-TZVPD basis set.

Results
Net charge: -1
Highest occupied orbital energy, eV: -4.98
Energy above the lowest of the compared OMol25 structures with the same formula, charge and spin, eV: 2.7417
Lowest unoccupied orbital energy, eV: 1.8

Cartesian coordinates (Å):
Zr  1.49  -0.23  2.08
S  0.01  2.23  5.86
C  0.61  1.37  4.60
S  1.34  2.11  3.19
S  0.55  -0.36  4.47
I  1.60  -2.74  -5.27
C  1.45  -2.79  -3.18
C  1.74  -1.53  -2.43
C  1.14  -1.53  -0.99
C  0.65  -2.84  -0.44
C  0.62  -3.94  -1.21
C  0.99  -3.91  -2.62
C  0.10  -2.94  0.97
O  -0.66  -3.85  1.25
O  0.41  -1.99  1.80
H  1.30  -0.70  -2.98
H  0.32  -0.80  -0.94
H  0.23  -4.85  -0.78
H  0.79  -4.79  -3.21
I  4.02  -1.26  2.94
Br  3.75  3.01  -1.46
C  3.91  1.29  -2.25
C  4.51  1.19  -3.44
C  4.65  -0.12  -4.05
C  4.08  -1.21  -3.53
C  3.27  -1.19  -2.27
C  3.34  0.16  -1.57
C  2.75  0.16  -0.35
O  2.60  0.98  0.62
O  2.13  -1.07  -0.03
H  4.91  2.06  -3.93
H  5.24  -0.21  -4.95
H  4.25  -2.18  -4.00
H  3.67  -1.96  -1.61
O  -0.32  0.47  0.95
S  -1.08  1.79  1.04
C  -2.34  1.51  -0.20
C  -2.96  2.62  -0.75
C  -3.95  2.43  -1.71
C  -4.29  1.15  -2.11
C  -3.65  0.05  -1.55
C  -2.67  0.22  -0.59
C  -2.07  1.68  2.51
C  -2.42  0.44  3.02
C  -3.20  0.41  4.17
C  -3.61  1.59  4.77
C  -3.24  2.82  4.24
C  -2.44  2.87  3.11
H  -2.67  3.61  -0.45
H  -4.43  3.29  -2.16
H  -5.05  1.00  -2.86
H  -3.92  -0.95  -1.86
H  -2.16  -0.62  -0.14
H  -2.06  -0.47  2.56
H  -3.45  -0.55  4.61
H  -4.20  1.55  5.67
H  -3.53  3.73  4.74
H  -2.09  3.81  2.72

4.
Here is C27H18ClIN5OReSe as an isolated structure from the Open Molecules 2025 dataset. Energies are from ωB97M-V with the def2-TZVPD basis set.

Results
Net charge: +3
Spin multiplicity: 4
Highest occupied orbital energy (alpha / beta), eV: -15.96 / -16.59
Lowest unoccupied orbital energy (alpha / beta), eV: -10.6 / -12.1

Cartesian coordinates (Å):
Re  0.55  0.08  -0.01
Cl  -4.15  0.73  -5.31
C  -2.72  0.52  -4.42
C  -1.43  0.80  -4.91
C  -0.34  0.48  -4.10
C  -0.49  -0.03  -2.80
O  0.64  -0.39  -2.15
C  -1.78  -0.30  -2.26
C  -1.97  -1.06  -1.03
N  -0.87  -1.32  -0.32
C  -0.57  -2.53  0.29
C  -1.46  -3.61  0.54
C  -0.91  -4.91  0.69
C  0.46  -5.18  0.89
C  1.35  -4.06  0.83
C  2.72  -4.08  1.04
C  3.53  -2.96  0.77
C  3.01  -1.80  0.23
N  1.64  -1.67  0.09
C  0.83  -2.75  0.44
C  -2.89  0.04  -3.09
H  -1.26  1.24  -5.85
H  0.66  0.66  -4.44
H  -3.00  -1.37  -0.74
H  -2.51  -3.50  0.37
H  -1.52  -5.82  0.84
H  0.82  -6.22  1.06
H  3.23  -5.00  1.44
H  4.62  -3.12  0.90
H  3.61  -0.98  -0.15
H  -3.90  -0.20  -2.72
Se  2.62  1.64  0.94
N  0.11  0.54  1.57
C  0.01  0.84  2.84
C  -1.17  1.01  3.60
C  -1.05  1.21  4.97
C  0.21  1.46  5.61
C  1.40  1.49  4.94
C  1.31  1.33  3.47
N  2.34  1.62  2.69
H  -2.14  1.04  3.09
H  -1.96  1.39  5.64
H  0.11  1.77  6.66
H  2.35  1.54  5.43
I  3.00  2.39  -2.72
C  1.03  2.93  -2.01
C  0.38  3.97  -2.75
C  -0.63  4.70  -2.16
C  -1.03  4.32  -0.84
C  -0.43  3.25  -0.24
N  0.47  2.39  -0.92
H  0.84  4.30  -3.69
H  -1.21  5.43  -2.76
H  -1.92  4.74  -0.30
H  -0.56  3.01  0.80

Number 1: strongest force on any atom 1.9 eV/A. Number 2: strongest force on any atom 1.7 eV/A. Number 3: strongest force on any atom 0.4 eV/A. Number 4: strongest force on any atom 5.8 eV/A.